No. 1
Molecular formula: C4H5Cl2N2
Method: DFT, ωB97M-V/def2-TZVPD

Structure (ORCA input):
```
! RIJCOSX wB97M-V def2-TZVPD def2/J DEFGRID3
* xyz 1 1
Cl 3.2113 -0.7260 1.0941
C 2.5184 0.2497 -0.0191
H -1.8250 -2.7387 2.0991
C 0.1494 -0.9886 -0.0121
C 2.6980 0.9418 -1.0716
Cl 0.5989 -1.6967 -1.4937
H 1.7983 1.2809 -1.5541
C -1.6781 -2.0373 1.2529
H 3.7948 1.1791 -1.3322
H 0.3995 0.7257 1.1031
N -0.5249 -1.7915 0.8003
N 0.6096 0.1879 0.2609
H -2.5904 -1.4385 1.1879
*
```

Output
LUMO = -4.74 eV
orbital gap = 10.0 eV
total energy = -1184.9259 a.u.
energy above the lowest of the compared OMol25 structures with the same formula, charge and spin = 74.7 kcal/mol

---

No. 2
Molecular formula: C4H5Cl4NOS
Method: DFT, ωB97M-V/def2-TZVPD

Structure (ORCA input):
```
! RIJCOSX wB97M-V def2-TZVPD def2/J DEFGRID3
* xyz 0 1
N 0.7844 0.3097 0.4214
C 1.5684 -0.8191 -0.0331
C -2.8753 -0.0790 0.8924
H 1.0523 -1.1963 -0.9884
C -0.5262 0.4839 0.5770
H -1.8819 1.4237 -2.7048
S 1.7904 1.6326 0.8677
Cl -3.2899 1.4873 1.4556
H 2.5703 -0.4467 -0.1836
O 3.1643 1.2728 0.5727
C -1.6478 -0.4882 0.4681
Cl -2.3299 2.3317 -1.8230
Cl -1.4402 -2.1007 0.0084
Cl -4.2674 -1.0430 0.5862
H 1.5708 -1.5116 0.8243
H -0.8211 1.5206 1.0025
*
```

Output
LUMO (alpha / beta) = -0.49 / -0.86 eV
orbital gap (alpha / beta) = 7.4 / 6.1 eV
total energy = -2524.2577 a.u.

---

- The lowest total energy belongs to which entry?
  C4H5Cl4NOS

---

- Look up the total energy of the second one.
  -2524.2577 a.u.